{"formula": "C5H2O", "method": "wB97M-V/def2-TZVPD", "smiles": "C#CC=C=C=O", "orbital_gap_ev": 8.39, "multiplicity": 1, "e_homo_ev": -9.444, "species": ["C", "C", "C", "C", "C", "O", "H", "H"], "xyz": [[-1.5874, 1.2547, 0.2706], [-0.4353, 0.9099, 0.1667], [0.9311, 0.5021, 0.0430], [1.3125, -0.7613, -0.1805], [0.5890, -1.8541, -0.3274], [0.1290, -2.9130, -0.4785], [-2.6078, 1.5627, 0.3614], [1.6689, 1.2990, 0.1446]], "atomic_forces_ev_per_a": [[0.457, -0.109, -0.041], [-0.497, 0.225, 0.057], [-0.048, 0.061, 0.017], [-0.240, -0.040, 0.004], [-0.336, -0.918, -0.131], [0.516, 1.006, 0.137], [0.228, -0.084, -0.020], [-0.080, -0.142, -0.024]]}


{"formula": "C4H5NO4", "method": "wB97M-V/def2-TZVPD", "orbital_gap_ev": [7.23, 7.57], "multiplicity": 1, "e_homo_ev": [-10.505, -10.638], "species": ["C", "C", "C", "C", "O", "O", "O", "N", "O", "H", "H", "H", "H", "H"], "xyz": [[-4.5653, -0.5487, 0.0000], [-3.2183, 0.1629, 0.0000], [-2.0900, -0.5399, 0.0000], [-0.5837, -0.1125, 0.0000], [-0.3204, 1.0870, 0.0000], [-0.0853, -1.2493, 0.0000], [4.0156, 1.5237, 0.0000], [3.5675, 0.3401, 0.0000], [4.3741, -0.6822, 0.0000], [-5.4148, 0.1867, 0.0000], [-4.6483, -1.1975, -0.9152], [-4.6483, -1.1975, 0.9152], [-3.2597, 1.2623, 0.0000], [-2.2445, -1.6566, 0.0000]], "atomic_forces_ev_per_a": [[-0.335, -0.273, 0.000], [0.144, 0.950, 0.000], [-1.721, -2.483, 0.000], [-1.481, 2.954, 0.000], [0.291, -2.026, 0.000], [1.638, -0.350, 0.000], [-3.033, -4.487, 0.000], [7.445, 0.843, 0.000], [-4.439, 3.650, 0.000], [0.860, -0.754, 0.000], [-0.035, 0.573, 0.929], [-0.035, 0.573, -0.929], [0.379, -0.511, 0.000], [0.320, 1.341, 0.000]]}


{"formula": "C4H14N2OS", "method": "wB97M-V/def2-TZVPD", "smiles": "NCCNCCS.O", "orbital_gap_ev": 9.72, "multiplicity": 1, "e_homo_ev": -8.908, "species": ["N", "C", "C", "N", "C", "C", "S", "H", "H", "H", "H", "H", "H", "H", "H", "H", "H", "H", "H", "O", "H", "H"], "xyz": [[-1.8557, 2.0106, 0.2876], [-2.0875, 0.7102, 0.8761], [-0.7752, 0.2500, 1.5054], [0.2734, 0.1659, 0.4529], [0.2701, -1.2242, -0.1240], [1.4803, -1.4827, -0.9932], [2.8177, -1.7725, 0.2780], [-1.0985, 1.9852, -0.3773], [-2.7055, 2.4015, -0.0904], [-2.9032, 0.7104, 1.6434], [-2.4079, -0.0263, 0.1203], [-0.9125, -0.6999, 2.0309], [-0.4080, 1.0211, 2.2030], [1.1897, 0.3671, 0.8498], [-0.6372, -1.1788, -0.7650], [0.1936, -1.9625, 0.6613], [1.4425, -2.5025, -1.4003], [1.7430, -0.7336, -1.7365], [3.6401, -2.5806, -0.4051], [0.7257, 1.3070, -1.9625], [0.7928, 1.1032, -0.9891], [1.2222, 2.1314, -2.0654]], "atomic_forces_ev_per_a": [[-0.511, 0.418, 0.763], [-0.093, -0.445, 0.189], [0.454, 0.848, -0.256], [0.266, -1.427, 0.637], [-0.922, 2.154, -1.357], [0.991, -1.673, 1.087], [0.322, 0.475, -0.069], [-0.200, -0.051, -0.319], [0.207, 0.057, -0.298], [0.713, 0.335, -0.506], [0.067, -0.113, 0.153], [0.146, -0.009, 0.025], [-0.472, -0.303, -0.033], [-0.180, -0.272, 0.312], [0.413, -0.665, 0.363], [-0.135, -0.360, 0.100], [-0.513, 0.570, -0.409], [-0.203, -0.051, 0.203], [-0.100, 0.112, -0.152], [0.491, 0.541, 0.559], [-0.582, 0.073, -0.833], [-0.158, -0.213, -0.160]]}


{"formula": "C21H57BF4O22P5", "method": "wB97M-V/def2-TZVPD", "orbital_gap_ev": 7.81, "charge": -1, "multiplicity": 1, "e_homo_ev": -6.625, "species": ["B", "F", "F", "F", "F", "C", "C", "O", "C", "H", "H", "H", "H", "H", "H", "C", "C", "O", "C", "H", "H", "H", "H", "H", "H", "C", "O", "P", "O", "O", "C", "O", "C", "H", "H", "H", "H", "H", "H", "H", "H", "H", "C", "O", "P", "O", "O", "C", "O", "C", "H", "H", "H", "H", "H", "H", "H", "H", "H", "C", "O", "P", "O", "O", "C", "O", "C", "H", "H", "H", "H", "H", "H", "H", "H", "H", "C", "O", "P", "O", "O", "C", "O", "C", "H", "H", "H", "H", "H", "H", "H", "H", "H", "C", "O", "P", "O", "O", "C", "O", "C", "H", "H", "H", "H", "H", "H", "H", "H", "H"], "xyz": [[63.9593, -25.9741, -12.1332], [63.2137, -27.1050, -12.4033], [64.9795, -26.0342, -13.0330], [63.0853, -24.8911, -12.3531], [64.4309, -25.9383, -10.7810], [65.3380, -23.8331, -7.7579], [66.5313, -24.5150, -8.4077], [67.6926, -24.3434, -8.0667], [66.3126, -25.4945, -9.6470], [64.5868, -23.8034, -8.3546], [65.6106, -22.8762, -7.0281], [64.9783, -24.5593, -7.0898], [65.8397, -24.8929, -10.4493], [65.5948, -26.3017, -9.3531], [67.1731, -25.9561, -9.9847], [66.8679, -23.7405, -11.5650], [67.5134, -22.6767, -12.5107], [67.4053, -21.5177, -12.3479], [68.1581, -23.2515, -13.7409], [67.3087, -24.7988, -11.9480], [65.7658, -23.9416, -11.3410], [67.1642, -23.6198, -10.5459], [67.5912, -24.1832, -14.1066], [69.2454, -23.5248, -13.6823], [68.2018, -22.5474, -14.6206], [64.4713, -22.9636, -14.6152], [64.5896, -23.0334, -16.0363], [63.9511, -21.9151, -16.9607], [63.1688, -20.8940, -16.3555], [65.3773, -21.2555, -17.1016], [65.3621, -19.9410, -17.7446], [63.6137, -22.2035, -18.4868], [62.3584, -21.7710, -19.0431], [64.8065, -22.1079, -14.4134], [64.7520, -23.7724, -14.1370], [63.4908, -22.8603, -14.2687], [64.8903, -19.3660, -17.0204], [64.8424, -19.8246, -18.7996], [66.3339, -19.7961, -17.8916], [62.0314, -22.0670, -20.1938], [62.4305, -20.7316, -19.2117], [61.6172, -22.1125, -18.3355], [60.5688, -18.9223, -8.4493], [60.5769, -20.2423, -8.1991], [59.6928, -21.2752, -8.9829], [58.5579, -20.6143, -9.7286], [60.7592, -21.8782, -10.0534], [60.4496, -22.3801, -11.2326], [59.1312, -22.4599, -8.0180], [58.8467, -23.6803, -8.4539], [60.7954, -18.6908, -9.3914], [61.3147, -18.4137, -8.0116], [59.5607, -18.6614, -7.9404], [59.6323, -23.0549, -11.2175], [61.3285, -22.5718, -11.7694], [60.0023, -21.7481, -12.0037], [57.8594, -23.8272, -9.1243], [58.6166, -24.3198, -7.6923], [59.6341, -24.2128, -8.8598], [60.0831, -24.3391, -14.4926], [59.9469, -25.1633, -15.6242], [61.0057, -25.1958, -16.8067], [61.8343, -23.9893, -16.6088], [61.9690, -26.6398, -16.6998], [63.0537, -26.7399, -15.8588], [60.2763, -25.1399, -18.1785], [60.9420, -25.3622, -19.4051], [59.1437, -24.3396, -13.8658], [60.2902, -23.2449, -14.7912], [61.0647, -24.5646, -14.0845], [63.6553, -27.7111, -15.7407], [62.8473, -26.4795, -14.7798], [63.7678, -26.0880, -16.2328], [61.4173, -24.3795, -19.6967], [60.2585, -25.6455, -20.1718], [61.6512, -26.2404, -19.3736], [61.7595, -30.7613, -11.1102], [60.6581, -31.0460, -12.0308], [59.1892, -30.3903, -11.8618], [59.1039, -29.2024, -10.9280], [59.4013, -29.6374, -13.3936], [60.0691, -28.4504, -13.4837], [57.7623, -31.0338, -12.3567], [56.6343, -30.2845, -12.7725], [62.7613, -31.0628, -11.3907], [61.4520, -31.3085, -10.1526], [62.0288, -29.7765, -10.7260], [59.6646, -27.4362, -13.2117], [60.3286, -28.3169, -14.5944], [61.0183, -28.4364, -12.7970], [56.1522, -30.0212, -11.7200], [55.9438, -30.7239, -13.4196], [56.9144, -29.4979, -13.2816], [59.1721, -29.9040, -7.8335], [58.7921, -28.6061, -8.1689], [59.9393, -27.5579, -8.7088], [60.3272, -26.5695, -7.6408], [61.2585, -28.2417, -9.2656], [62.5647, -27.8621, -8.9021], [59.3723, -26.5110, -9.7754], [60.3067, -26.0320, -10.7349], [59.9545, -30.2851, -8.5815], [58.4190, -30.3881, -7.8561], [59.7932, -29.9927, -6.9328], [62.8211, -26.7887, -8.8833], [63.1605, -28.2952, -9.6708], [62.8810, -28.3651, -7.9487], [60.7465, -25.2727, -10.2450], [59.8985, -25.5366, -11.4746], [60.9105, -26.7239, -11.3054]], "atomic_forces_ev_per_a": [[-1.043, -0.103, 0.467], [-1.009, -1.483, 0.575], [1.571, 0.793, -0.617], [0.245, 0.666, 0.070], [-2.666, -0.693, -2.274], [6.007, 1.416, 4.821], [1.745, -1.052, -1.600], [-0.876, 0.455, 0.529], [-2.622, 1.420, 3.469], [-4.802, 1.346, -4.256], [-0.708, -2.363, -2.479], [-0.317, -1.252, 1.479], [0.621, -1.772, 2.148], [0.828, 0.853, 0.061], [2.092, -0.518, -0.300], [1.198, -2.105, -1.764], [-1.529, -2.998, -0.162], [0.028, 2.816, 0.684], [0.667, -1.150, -2.537], [-1.232, 2.407, 1.103], [1.079, 1.675, -2.216], [1.077, 0.616, 0.318], [0.852, 1.303, 0.676], [-0.939, -0.056, 0.682], [-0.542, -0.279, 1.112], [-4.152, -1.558, -3.758], [-1.560, -2.049, -1.407], [3.538, -0.458, 0.405], [-3.801, 1.660, 1.611], [1.331, 1.030, -2.524], [-3.247, -2.487, -1.428], [-0.108, -1.404, -0.856], [-0.689, -1.138, -1.834], [3.871, 6.504, 2.498], [2.456, -4.007, 1.817], [-2.269, -0.093, -0.136], [-0.650, 1.830, 0.829], [0.649, -0.742, 2.095], [3.979, 1.363, -0.503], [1.560, -0.465, 2.885], [-0.246, 1.406, 0.622], [-0.670, 0.394, -0.198], [-5.161, 0.820, 2.827], [1.193, -5.193, 1.386], [-2.742, 0.513, -3.397], [1.627, -0.984, 1.389], [0.486, 1.964, 5.182], [-2.055, -0.009, -4.094], [2.259, 5.161, 0.771], [-3.774, -2.577, -3.275], [-0.533, 0.793, -4.430], [2.816, 1.204, 2.781], [1.501, 1.118, -1.735], [-0.086, -1.907, 0.258], [1.406, -1.685, -0.303], [-0.253, 1.609, 0.526], [2.185, 0.986, 0.885], [-0.654, -1.236, 2.747], [1.808, -0.575, -1.449], [0.839, 2.993, 0.094], [-1.274, -2.022, -2.144], [3.822, 0.535, 2.911], [0.544, -0.292, -0.557], [-4.616, 1.302, -2.107], [1.596, -0.497, 3.427], [-1.284, -1.683, 0.434], [2.043, 0.213, -0.616], [1.340, -0.599, -0.613], [-0.762, -1.451, 0.044], [-0.407, -0.426, 1.213], [-1.827, 0.576, -0.935], [-0.065, -0.074, -1.107], [1.626, 1.589, -0.303], [-0.108, -1.329, 0.246], [-1.036, 0.062, -0.275], [-0.354, 1.250, 0.360], [-0.665, -1.293, 3.503], [-0.288, -0.665, 1.033], [-0.058, 7.089, -4.713], [-0.132, -3.216, 0.010], [-2.422, -1.418, 1.312], [3.611, 2.264, -0.486], [3.071, -2.693, 1.167], [-1.292, -1.005, 6.262], [-0.470, -1.095, -1.185], [0.906, 0.495, -1.165], [-1.545, 0.723, -0.953], [-1.037, -1.260, 0.097], [0.138, -0.240, 1.616], [-1.132, -0.230, -1.596], [0.359, -0.045, -2.601], [-0.759, -2.089, -0.612], [1.773, 4.543, -2.088], [11.751, 4.662, -1.056], [1.523, 2.283, -1.537], [0.581, 4.010, 3.150], [-0.192, -1.933, 0.174], [-1.972, -0.787, -0.348], [1.379, -0.157, 1.297], [-1.326, -2.744, -1.444], [0.565, -2.924, 1.253], [-1.416, 0.216, 0.481], [-9.481, -6.664, 0.073], [-0.776, 0.398, 0.466], [-0.795, -0.423, 0.068], [0.700, -0.192, -0.695], [-0.526, 0.674, -0.613], [2.972, 2.188, 1.640], [-3.441, 2.286, -3.675], [0.582, -0.630, 0.916]]}


Relative energy (zero: lowest compared OMol25 entry of this formula, charge and spin) for every record listed, in sequence, given in kJ/mol: 1.0 764.5 53.7 362.2.